C5H13N2OS | ωB97M-V/def2-TZVPD

Results
Lowest unoccupied orbital energy (spin up / spin down) in Eh: -0.227 / -0.227
Total charge: +1
Highest occupied orbital energy (spin up / spin down) in eV: -13.42 / -13.42
Energy relative to the best compared isomer or geometry (same formula, charge and spin) in eV: 4.168
Orbital gap (spin up / spin down) in eV: 7.2388 / 7.2414

The geometry in XYZ format:
```
22
Properties=species:S:1:pos:R:3:forces:R:3
C 0.553 1.226 -1.717 0.3487 0.3187 -1.7105
C 2.750 0.225 0.123 0.2547 -1.7709 2.1671
C 1.062 -1.636 0.133 -0.8194 -0.3898 0.2661
C -2.494 0.866 1.444 -0.2798 0.2806 -0.9596
C 1.237 -0.134 0.217 0.5341 1.4195 0.2690
N -2.659 -1.354 -0.051 0.4381 3.1995 2.1441
N 0.379 0.412 -0.826 -2.2617 -2.8827 1.9410
O -2.696 0.920 -1.399 0.4596 -0.3649 0.9875
S -2.406 0.087 -0.269 0.0612 -0.2157 0.4186
H -0.179 1.143 -2.531 0.1679 1.2709 0.1606
H 1.474 1.763 -1.696 0.7263 0.7642 -0.9059
H 2.883 1.227 0.040 0.1631 3.3043 -0.3204
H 3.295 0.016 1.094 -1.0174 -0.0821 -0.7351
H 3.452 -0.186 -0.595 -0.8116 -0.7355 -0.6546
H 1.472 -2.005 -0.820 0.1060 0.1169 0.4855
H 0.002 -1.891 0.127 -0.1032 0.0200 -0.0501
H 1.460 -2.172 0.993 0.4420 0.1146 -0.1564
H -2.606 0.075 2.164 0.6455 -0.4421 0.0234
H -1.791 1.675 1.632 0.8306 -0.6347 -0.3543
H -3.402 1.424 1.479 -1.2039 0.2032 -0.5820
H 0.726 0.429 1.082 1.2661 -1.4763 -0.3017
H -2.511 -2.109 -0.625 0.0531 -2.0178 -2.1322
```
Positions in Å, forces in eV/Å.

Here are the Löwdin charges for atoms 1 to 4, given in e:
1 C 0.011
2 C -0.051
3 C -0.063
4 C -0.064